14
Properties=species:S:1:pos:R:3:forces:R:3:lowdin_charge:R:1 method="wB97M-V/def2-TZVPD" total_charge=0 multiplicity=1 total_energy_ha=-419.89497 e_homo_ev="-8.16 / -8.16" de_lowest_kcal_mol=156.0
C 1.7155 -0.8520 1.1111 -3.2 2.6 -0.2 -0.2218
C 2.1605 -1.7406 0.1993 -0.7 -1.9 -2.9 -0.0522
C -0.0501 -0.0959 -1.0044 4.0 -1.5 -0.7 -0.1687
C -1.3563 0.9621 0.6618 -2.1 1.7 1.7 -0.0799
N 0.5455 -0.2434 1.3198 1.7 0.0 -0.3 0.0654
N -0.2644 0.0944 0.2585 -1.8 -0.2 1.2 -0.2190
N -0.9212 0.0411 -1.9616 0.3 0.2 0.2 0.1128
F 3.3611 -1.6664 -0.3260 0.0 0.5 0.5 0.0310
H 2.3646 -0.7452 1.9108 1.2 0.0 2.0 0.0937
H -1.2760 1.1896 1.7518 0.9 0.3 -0.9 0.0798
H -1.3638 1.9455 0.0401 0.0 -1.8 1.1 0.1154
H -2.4191 0.5573 0.8044 1.3 -0.2 -1.4 0.0972
H -1.8561 0.2660 -1.8991 -2.8 0.5 1.1 0.0658
H -0.6402 0.2875 -2.8666 1.2 -0.3 -1.2 0.0806